1.
Density functional theory data (wB97M-V/def2-TZVPD) for a 3-piece molecular cluster, C3H8FNO overall at a distorted geometry.

Its energy above the lowest of the compared OMol25 structures with the same formula, charge and spin is 3.214 eV. Its electronic energy is -9488.2589 eV. As for the HOMO energy (alpha / beta): -7.0 / -10.3 eV. Its spin multiplicity is 3. As for the total charge: 0.

Positions of all 14 atoms, in Å:
1 C 1.175 -0.606 -0.693
2 C -1.141 1.725 0.728
3 C -0.906 -1.618 -1.199
4 N 0.274 -1.542 -1.094
5 O 0.259 1.745 0.610
6 F 1.126 -3.014 -1.893
7 H 1.485 -0.878 0.253
8 H 1.974 -0.583 -1.405
9 H 0.730 0.512 -0.714
10 H -1.599 2.720 1.024
11 H -1.369 1.095 1.591
12 H -1.538 1.506 -0.280
13 H -1.630 -2.332 -1.364
14 H 0.621 2.207 -0.125

natural (NBO) atomic charge list, values in e, 6 entries: atom 1 (C): -0.4306, atom 2 (C): -0.2570, atom 3 (C): 0.1858, atom 4 (N): -0.2736, atom 5 (O): -0.7283, atom 6 (F): -0.3006

2.
Density functional theory data (wB97M-V/def2-TZVPD) for C3H8I2N3O as an isolated structure at a distorted geometry.

Its electronic energy is -25946.4653 eV. As for the HOMO energy (alpha / beta): -10.9 / -12.4 eV. Its spin multiplicity is 3. As for the total charge: +1.

Positions of all 17 atoms, in Å:
1 C 1.075 -0.320 -0.293
2 C 1.814 -1.640 1.771
3 C 0.181 0.423 -2.513
4 N 1.768 -0.752 0.564
5 N -1.806 1.211 0.476
6 N 0.323 0.294 -1.063
7 O -1.214 0.850 1.631
8 I -2.792 -0.337 -0.700
9 I -3.152 2.885 0.674
10 H 2.104 -0.953 2.509
11 H 0.803 -2.082 2.045
12 H 2.571 -2.431 1.570
13 H 0.332 1.383 -2.857
14 H -0.799 0.176 -2.814
15 H 0.903 -0.239 -2.948
16 H -0.278 0.767 -0.459
17 H -1.832 0.765 2.406

natural (NBO) atomic charge list, values in e, 6 entries: atom 1 (C): 0.7394, atom 2 (C): -0.4087, atom 3 (C): -0.3962, atom 4 (N): -0.3008, atom 5 (N): -0.3869, atom 6 (N): -0.5549

3.
Density functional theory data (wB97M-V/def2-TZVPD) for one molecule with the formula C3H8INOS at a distorted geometry.

Its energy above the lowest of the compared OMol25 structures with the same formula, charge and spin is 0.822 eV. Its electronic energy is -25712.5660 eV. As for the HOMO energy: -8.7 eV. As for the total charge: 0.

Positions of all 15 atoms, in Å:
1 C -0.334 1.836 -1.394
2 C 0.318 -1.841 1.716
3 C -0.547 0.632 -0.571
4 N 0.599 0.162 -0.068
5 O 0.283 -2.170 -0.929
6 S 1.056 -1.551 0.091
7 I -1.665 1.445 1.272
8 H 0.318 2.570 -0.789
9 H 0.363 1.577 -2.326
10 H -1.200 2.305 -1.664
11 H 0.777 -2.722 2.104
12 H -0.817 -1.903 1.571
13 H 0.642 -0.952 2.258
14 H -1.199 -0.136 -0.914
15 H 1.407 0.747 -0.356

natural (NBO) atomic charge list, values in e, 6 entries: atom 1 (C): -0.6431, atom 2 (C): -0.8485, atom 3 (C): 0.0016, atom 4 (N): -0.8489, atom 5 (O): -0.9673, atom 6 (S): 1.4504

4.
Density functional theory data (wB97M-V/def2-TZVPD) for one molecule with the formula C3H8INS2 at a distorted geometry.

Its energy above the lowest of the compared OMol25 structures with the same formula, charge and spin is 0.841 eV. Its electronic energy is -34500.0305 eV. As for the HOMO energy: -9.0 eV. The SMILES is CS[C@H](S)CNI. As for the total charge: 0.

Positions of all 15 atoms, in Å:
1 C 1.444 -1.123 -1.803
2 S 0.771 0.559 -1.525
3 C -0.637 0.340 -0.290
4 S -1.488 2.054 -0.254
5 C 0.044 0.139 1.066
6 N -0.986 -0.192 1.968
7 I -0.470 -0.642 4.030
8 H 0.751 -1.654 -1.219
9 H 2.435 -1.343 -1.426
10 H 1.410 -1.265 -2.864
11 H -1.439 -0.386 -0.459
12 H -1.574 2.510 -1.618
13 H 0.577 1.097 1.231
14 H 0.766 -0.763 1.038
15 H -1.605 0.669 2.123

natural (NBO) atomic charge list, values in e, 6 entries: atom 1 (C): -0.7299, atom 2 (S): 0.1785, atom 3 (C): -0.3934, atom 4 (S): -0.1161, atom 5 (C): -0.2948, atom 6 (N): -0.7220

5.
Density functional theory data (wB97M-V/def2-TZVPD) for a 2-piece molecular cluster, C3H8IP overall at a distorted geometry.

Its energy above the lowest of the compared OMol25 structures with the same formula, charge and spin is 3.874 eV. Its electronic energy is -20626.9949 eV. As for the HOMO energy (alpha / beta): -8.0 / -8.1 eV. As for the total charge: 0.

Positions of all 13 atoms, in Å:
1 C -0.830 2.039 0.064
2 C 0.952 -2.312 -0.672
3 C -1.423 0.905 0.863
4 P 1.372 -1.123 0.744
5 I 2.780 0.657 -0.245
6 H -1.277 1.905 -0.944
7 H -1.077 2.914 0.702
8 H 0.156 1.842 -0.196
9 H 0.247 -3.061 -0.237
10 H 1.921 -2.883 -0.880
11 H 0.360 -1.847 -1.445
12 H -1.870 0.184 0.330
13 H -1.311 0.779 1.917

natural (NBO) atomic charge list, values in e, 6 entries: atom 1 (C): -0.7013, atom 2 (C): -0.9899, atom 3 (C): -0.2627, atom 4 (P): 0.3912, atom 5 (I): -0.1519, atom 6 (H): 0.2133

6.
Density functional theory data (wB97M-V/def2-TZVPD) for C3H8LuO3 as an isolated structure at a distorted geometry.

Its electronic energy is -42984.4034 eV. As for the HOMO energy (alpha / beta): -19.5 / -19.5 eV. Its spin multiplicity is 2. As for the total charge: +2.

Positions of all 15 atoms, in Å:
1 H 3.583 2.451 0.259
2 O 3.473 1.527 -0.069
3 O -0.055 1.926 -0.164
4 C -1.161 1.320 0.323
5 C -1.278 -0.153 -0.039
6 O 0.039 -0.679 -0.125
7 C 0.093 -2.108 -0.177
8 Lu 1.708 0.716 -0.717
9 H -2.075 1.904 0.112
10 H -1.031 1.438 1.435
11 H -1.786 -0.272 -1.008
12 H -1.851 -0.691 0.729
13 H 1.149 -2.396 -0.183
14 H -0.403 -2.519 0.711
15 H -0.405 -2.464 -1.088

natural (NBO) atomic charge list, values in e, 6 entries: atom 1 (H): 0.5316, atom 2 (O): -1.2150, atom 3 (O): -0.4377, atom 4 (C): -0.1557, atom 5 (C): -0.1200, atom 6 (O): -0.6735

7.
Density functional theory data (wB97M-V/def2-TZVPD) for one molecule with the formula C3H8N at a distorted geometry.

Its energy above the lowest of the compared OMol25 structures with the same formula, charge and spin is 2.779 eV. Its electronic energy is -4726.0457 eV. As for the HOMO energy (alpha / beta): -3.4 / -7.8 eV. Its spin multiplicity is 2. As for the total charge: 0.

Positions of all 12 atoms, in Å:
1 C 1.098 -0.797 -0.074
2 C -0.104 0.063 0.207
3 C -0.401 0.458 1.497
4 N -0.922 0.423 -0.953
5 H 1.758 -1.130 0.784
6 H 0.874 -1.685 -0.766
7 H 1.730 -0.316 -0.841
8 H -1.137 1.275 1.687
9 H 0.395 0.245 2.094
10 H -0.897 -0.419 -1.596
11 H -0.554 1.247 -1.405
12 H -1.841 0.634 -0.634

natural (NBO) atomic charge list, values in e, 6 entries: atom 1 (C): -0.6398, atom 2 (C): -0.1009, atom 3 (C): -0.6864, atom 4 (N): -0.6682, atom 5 (H): 0.2408, atom 6 (H): 0.1575

8.
Density functional theory data (wB97M-V/def2-TZVPD) for an isolated ion of composition C3H8N and charge +1 at a distorted geometry.

Its energy above the lowest of the compared OMol25 structures with the same formula, charge and spin is 0.427 eV. Its electronic energy is -4723.0004 eV. As for the HOMO energy: -15.3 eV. The SMILES is C=C(C)[NH3+]. As for the total charge: +1.

Positions of all 12 atoms, in Å:
1 C 0.493 -1.334 0.524
2 C 0.093 -0.186 0.046
3 C -0.270 0.128 -1.374
4 N -0.259 0.923 1.011
5 H 0.947 -1.672 1.430
6 H 0.818 -2.085 -0.198
7 H -1.336 -0.036 -1.517
8 H 0.022 1.152 -1.634
9 H 0.364 -0.413 -2.068
10 H -1.042 0.679 1.626
11 H -0.395 1.820 0.556
12 H 0.565 1.023 1.599

natural (NBO) atomic charge list, values in e, 6 entries: atom 1 (C): -0.3717, atom 2 (C): 0.1370, atom 3 (C): -0.6735, atom 4 (N): -0.6993, atom 5 (H): 0.2466, atom 6 (H): 0.2490

9.
Density functional theory data (wB97M-V/def2-TZVPD) for an isolated ion of composition C3H8N and charge +2 at a distorted geometry.

Its energy above the lowest of the compared OMol25 structures with the same formula, charge and spin is 2.100 eV. Its electronic energy is -4706.3131 eV. As for the HOMO energy (alpha / beta): -23.7 / -23.7 eV. Its spin multiplicity is 2. As for the total charge: +2.

Positions of all 12 atoms, in Å:
1 C -1.353 -1.056 0.507
2 C -0.699 0.132 -0.098
3 C 1.510 0.966 -0.521
4 N 0.749 0.117 0.080
5 H -2.462 -1.006 0.308
6 H -1.294 -2.022 -0.165
7 H -1.070 -1.243 1.549
8 H -1.027 0.117 -1.163
9 H -1.182 1.108 0.171
10 H 2.582 1.126 -0.427
11 H 1.002 1.658 -1.191
12 H 1.187 -0.572 0.709

natural (NBO) atomic charge list, values in e, 6 entries: atom 1 (C): -0.5284, atom 2 (C): -0.2834, atom 3 (C): 0.2417, atom 4 (N): -0.4183, atom 5 (H): 0.3844, atom 6 (H): 0.4690